131
Properties=species:S:1:pos:R:3:forces:R:3 method="wB97M-V/def2-TZVPD" charge=0 e_above_lowest_kj_mol=244.0 lumo_energy_ev=-0.43 gap_ev=7.2 total_energy_ev=-73340.869 molar_mass_g_mol=780.9
Li 4.8096 -22.2889 -8.9774 -0.0334 0.4014 -0.6722
Li 6.6018 -25.1770 -9.3674 -0.2182 0.9320 0.3007
O 6.6368 -23.1772 -8.7680 -1.2469 -0.3653 -0.1384
C 7.3910 -22.2272 -9.4951 -0.8710 0.1496 -0.9048
C 6.6678 -21.3517 -10.6943 -0.0785 -0.1366 0.2537
O 5.4392 -20.6831 -10.4722 0.4520 -1.5379 1.0495
H 8.2466 -22.8161 -9.8256 0.4881 0.5454 -1.0397
H 7.8141 -21.4781 -8.8258 -0.0128 0.4408 0.2292
H 6.5730 -21.8970 -11.6333 -0.0928 -1.2541 -0.0690
H 7.4379 -20.6630 -11.0418 0.5835 0.6297 0.5332
C 3.6982 -17.5545 -10.3450 1.8206 2.7504 0.8093
O 3.3394 -16.3845 -10.4648 -0.8063 0.2612 -0.2146
N 3.0342 -18.6261 -10.5066 -4.8732 -3.3464 -1.5441
N 4.9084 -17.8970 -9.9397 2.6533 1.6479 1.2364
H 3.4517 -19.5386 -10.3917 0.0416 0.1063 -0.1832
H 2.1859 -18.5321 -11.0467 0.1099 -0.5153 0.1317
H 5.2371 -18.8075 -10.2278 0.9478 -0.4023 0.1638
H 5.4505 -17.0544 -9.8122 0.7489 -0.6115 -0.0866
C 7.6886 -22.6078 -5.1790 0.3155 0.3667 5.7153
O 7.7292 -22.4316 -3.9319 -0.2322 -0.2279 -1.9790
N 8.0573 -21.8304 -6.1087 2.7862 6.2373 -2.7701
N 7.3083 -23.6523 -5.8085 -2.8610 -6.8549 -0.4519
H 8.5455 -20.9849 -5.8501 -0.5062 0.0882 -0.3273
H 7.7827 -22.0253 -7.0609 0.2178 0.5093 0.0900
H 7.5159 -23.7547 -6.7916 -0.5431 -0.3030 0.0996
H 6.8858 -24.4008 -5.2782 0.2262 -0.0242 -0.2611
C 12.2277 -19.0384 -7.5446 0.9188 0.3060 0.1649
O 10.9817 -18.4512 -7.4194 -1.7641 -1.0333 0.1909
C 9.9503 -19.4451 -7.5697 -2.2971 2.6004 -0.3609
C 8.5657 -18.6635 -7.7066 1.0533 -0.6760 0.9296
N 7.9658 -18.2243 -6.4148 -0.3761 0.2308 -1.4490
C 6.7748 -17.4201 -6.8009 0.2689 -0.5332 1.5555
C 5.8963 -17.0365 -5.5822 0.1210 -0.3149 -0.8152
O 6.4259 -15.9339 -4.8891 0.3695 0.4489 -0.4317
C 5.5678 -15.2993 -3.9780 0.6937 0.6885 0.5316
H 12.2842 -20.0133 -7.0604 0.0161 -0.1635 0.0650
H 12.9195 -18.3624 -7.0420 0.2846 -0.1271 -0.1615
H 12.4908 -19.1319 -8.5982 0.2320 -0.1681 -0.1499
H 9.8421 -20.0965 -6.7025 0.6986 -0.0413 -0.0641
H 10.0242 -20.0011 -8.5043 0.5412 -0.2456 0.0048
H 7.8347 -19.3114 -8.1904 -0.0607 -0.4093 0.1926
H 8.6523 -17.8523 -8.4295 0.5144 0.3595 0.0187
H 8.5933 -17.6584 -5.8615 0.3215 0.1328 -0.1545
H 6.2679 -18.0440 -7.5370 -0.6679 -0.0073 0.3463
H 6.9785 -16.4952 -7.3406 0.4581 0.2954 -0.0038
H 5.8072 -17.8374 -4.8483 -0.2233 -0.5154 -0.2830
H 4.9372 -16.7796 -6.0320 -0.4932 0.0442 0.2832
H 6.0675 -14.3694 -3.7064 -0.0214 0.2134 -0.2527
H 5.4989 -15.7934 -3.0088 -0.3073 -0.6922 -0.0688
H 4.5802 -15.0351 -4.3562 -0.1108 -0.3070 -0.2768
C 0.5111 -24.4643 -5.3186 -0.3564 -0.2123 1.9506
O 1.4742 -24.1022 -6.2607 0.7571 -0.6200 0.7357
C 2.8203 -24.2663 -5.7764 0.5637 0.3402 -0.1605
C 3.7499 -23.8712 -6.9476 -1.5347 -0.0074 1.5000
N 3.5128 -22.4067 -7.2284 1.2546 -2.2192 0.7263
C 4.2910 -21.6092 -6.2613 -0.5331 0.6018 -1.0027
C 3.7722 -20.1963 -6.4624 0.3873 0.9070 -0.7641
O 2.3445 -20.0607 -6.4700 1.4968 0.0912 -0.9233
C 1.8031 -19.8154 -5.2403 -1.2052 -0.5497 1.3272
H 0.6795 -25.4482 -4.8808 -0.0584 -0.6554 -0.7407
H -0.5275 -24.3514 -5.6297 0.3333 -0.0515 -0.6501
H 0.5858 -23.8998 -4.3892 0.1728 0.8791 -0.0718
H 3.0750 -25.2563 -5.3981 -0.5802 -0.6467 -0.4422
H 2.9678 -23.6677 -4.8776 -0.1038 0.5961 -0.0707
H 3.4085 -24.5597 -7.7207 0.2421 0.4628 -0.6943
H 4.7641 -24.1518 -6.6635 0.1846 0.5777 -0.2942
H 2.5511 -22.2985 -6.9396 -0.3977 0.5400 -0.5973
H 5.3313 -21.6816 -6.5785 0.1781 0.2628 0.2595
H 4.2316 -21.9023 -5.2131 -0.1697 -0.3300 0.0933
H 4.0347 -19.8155 -7.4494 0.2977 -0.3271 -0.2375
H 4.2923 -19.5203 -5.7838 -0.4185 0.1843 0.4608
H 0.7410 -19.6149 -5.3809 -0.0312 0.0789 0.0030
H 2.2253 -18.9965 -4.6578 0.3508 0.2380 -0.2475
H 1.8822 -20.7274 -4.6486 -0.0847 -0.1290 0.6004
C 5.2090 -27.2174 -7.1289 -0.1743 0.9424 1.0982
O 5.3348 -26.4850 -8.3471 -1.2979 -1.1291 -0.4136
C 4.3628 -27.0110 -9.3277 1.3901 1.6042 -0.8424
C 4.4362 -26.0909 -10.5821 -0.4319 -0.9342 0.0675
N 5.7967 -25.8951 -11.1199 -0.4262 -0.0346 0.7336
C 5.7384 -25.0096 -12.3035 1.0420 -0.7730 -0.0534
C 5.4087 -25.9257 -13.5019 0.4864 1.4692 -0.4659
O 6.3124 -27.0260 -13.7072 -1.0877 -0.3315 0.6443
C 7.6796 -26.7129 -13.9090 -0.3581 0.3485 0.4565
H 5.8129 -28.1171 -7.0112 0.1040 -0.0218 -0.5956
H 4.1712 -27.4415 -6.8819 -0.2067 -0.2788 -0.5063
H 5.4616 -26.5443 -6.3097 0.4974 0.1192 -0.0619
H 3.3292 -26.9832 -8.9829 0.1049 0.0517 0.4852
H 4.6446 -28.0395 -9.5532 0.0041 -0.0663 -0.0943
H 3.9268 -25.1349 -10.4606 0.1408 0.0368 0.4719
H 3.8946 -26.6255 -11.3625 -0.6314 -0.0569 0.1018
H 5.9375 -26.7879 -11.5707 1.0189 -0.5237 0.3369
H 6.7375 -24.5910 -12.4252 -0.0960 0.2838 -0.0736
H 5.0435 -24.1908 -12.1169 -0.1164 -0.0666 -0.4336
H 5.4136 -25.3181 -14.4069 -0.1876 0.0988 -0.1658
H 4.3862 -26.2523 -13.3123 0.2233 -0.7807 -0.4755
H 8.0460 -26.2348 -13.0006 0.4155 0.2752 -0.1434
H 7.8073 -26.0750 -14.7835 0.1059 0.1723 0.0006
H 8.2537 -27.6298 -14.0426 -0.3638 -0.0871 -0.0839
C 0.9220 -19.4470 -13.6465 0.2501 -1.1137 -1.1918
O 1.0280 -19.4427 -12.2579 0.7441 1.8515 -0.9218
C 0.1483 -20.2643 -11.6243 -0.5731 -1.2499 2.5376
C 0.1573 -20.0036 -10.0924 -0.2135 1.1208 -0.1906
N -0.2365 -18.5921 -9.8286 0.0420 -0.0958 0.6407
C 0.1523 -18.1057 -8.4728 -0.7852 -1.5608 0.0019
C 0.1206 -16.6006 -8.4016 -0.3097 -0.0577 -0.0352
O 0.5004 -16.0099 -7.1552 -0.5710 -0.1539 -0.8697
C 1.8776 -16.0761 -6.8897 0.0995 -0.3206 -0.9958
H 0.6808 -20.4316 -14.0473 -0.5608 -0.5408 0.4014
H 1.8954 -19.3622 -14.1297 0.1747 1.0246 0.3597
H 0.1678 -18.7855 -14.0728 0.1493 0.4424 0.2736
H 0.5341 -21.2684 -11.8004 -0.6580 -0.6055 0.0073
H -0.8976 -20.1327 -11.9016 -0.0503 -0.0387 -0.6119
H 1.0927 -20.2583 -9.5941 0.5944 0.1203 -0.3002
H -0.5445 -20.6688 -9.5894 -0.3974 -0.0369 -0.2845
H 0.1886 -17.9565 -10.4885 0.2087 -0.1959 -0.3538
H 1.0636 -18.6355 -8.1953 0.4086 0.4846 0.2963
H -0.6320 -18.3979 -7.7746 0.0178 -0.5918 0.1949
H -0.9401 -16.3697 -8.5003 0.1040 0.4378 -0.2342
H 0.6629 -16.2800 -9.2912 0.4158 0.9348 0.2057
H 2.1733 -17.1229 -6.9593 0.3762 -0.2431 0.9543
H 2.0512 -15.5375 -5.9580 0.1789 -0.4573 0.0326
H 2.4620 -15.6441 -7.7020 0.0399 0.5922 -0.1024
O 0.6057 -23.5498 -8.5965 -0.3719 0.3557 -1.0745
H 0.9696 -23.7347 -7.7307 0.2703 -0.1452 0.6488
H -0.1978 -24.0685 -8.6349 -0.1812 -0.0318 -0.2423
O 2.9731 -23.0560 -10.0798 0.7989 -0.1551 0.0127
H 2.7207 -22.7894 -10.9638 0.1439 0.2967 -0.5918
H 2.1627 -23.0048 -9.5731 -0.6253 -0.1316 0.4205
O 3.7152 -21.8845 -12.7012 -0.5642 -0.7080 -0.4371
H 4.2769 -21.5696 -11.9930 0.7939 0.7013 1.0170
H 3.7304 -21.1811 -13.3503 -0.0352 0.1694 -0.0962